9
Properties=species:S:1:pos:R:3 method="wB97M-V/def2-TZVPD" spin_multiplicity=1 charge=0 orbital_gap_ha="0.2951 / 0.2825" lumo_ev="-1.53 / -1.02"
C -0.499 -1.267 0.139
N -0.958 -0.181 -0.472
P -3.252 0.150 0.157
Cl -4.072 -1.660 0.390
Cl -4.762 1.357 1.154
Cl -3.817 0.593 -1.675
H -0.291 -2.152 -0.450
H -1.013 -1.347 1.136
H 0.470 -0.970 0.424